152
Properties=species:S:1:pos:R:3:lowdin_charge:R:1 method="wB97M-V/def2-TZVPD" total_charge=0 largest_force_ev_per_a=2.5 energy_ev=-302848.99025 homo_ev=-8.71 orbital_gap_ev=8.49
C 1.5464 5.8877 1.5829 0.015
C 2.8134 6.0111 2.4238 -0.497
O 3.5790 6.9225 2.2185 0.107
O 3.1447 5.0855 3.3758 -0.012
C 2.0564 4.6493 4.2008 -0.193
C 1.6057 3.2260 3.8487 -0.158
C 2.8111 2.2454 3.9971 -0.170
C 2.7699 1.1538 2.8812 -0.187
C 2.7839 -0.2571 3.5513 -0.184
C 2.0504 -1.3308 2.7808 -0.220
C 2.5322 -1.9041 1.5936 -0.473
I 4.4033 -1.1763 0.8912 1.066
C 1.8538 -2.8911 0.9182 -0.197
C 2.3348 -3.4916 -0.3939 -0.150
C 1.4011 -2.9670 -1.5283 -0.179
C 1.6445 -1.4802 -1.8833 -0.230
C 0.4021 -0.6278 -1.5829 -0.281
N 0.7468 0.8107 -1.5012 -0.059
C 0.6312 -3.3790 1.4174 -0.105
C -0.1926 -4.4626 0.7306 -0.012
C -0.2450 -5.7028 1.6293 -0.465
O 0.7452 -6.0371 2.2433 0.099
O -1.4180 -6.3814 1.7371 0.091
C 0.1730 -2.8121 2.5599 -0.041
C 0.8551 -1.7964 3.2195 -0.035
C 0.0284 -1.3707 4.4370 -0.303
O 0.3242 -0.6443 5.3582 0.129
N -1.1560 -2.0658 4.2420 0.041
C -2.4282 -1.5296 4.6961 -0.056
C -3.0064 -0.4849 3.7539 -0.343
C -3.0501 -0.9108 2.2810 0.001
O -4.3276 -0.2297 4.2309 -0.123
C -4.9336 0.8256 3.5088 -0.159
C -6.0670 0.2626 2.6582 -0.203
C -6.4572 0.8494 1.4862 -0.092
C -7.4570 0.3166 0.7040 -0.112
C -8.1025 -0.8267 1.0935 -0.114
C -7.7206 -1.4398 2.2735 -0.084
C -6.7225 -0.8952 3.0323 -0.047
C -1.0979 -3.1205 3.3489 -0.323
O -1.8534 -4.0607 3.2608 0.139
H 0.6488 5.8394 2.2068 0.076
H 1.4846 6.7806 0.9649 0.086
H 1.5680 4.9884 0.9607 0.087
H 2.4118 4.6488 5.2355 0.132
H 1.1803 5.3030 4.1425 0.114
H 1.2199 3.1627 2.8269 0.095
H 0.8324 2.8916 4.5489 0.119
H 3.7760 2.7586 3.9759 0.108
H 2.7322 1.8012 4.9955 0.107
H 1.8746 1.2193 2.2585 0.104
H 3.7000 1.2532 2.3234 0.048
H 2.4282 -0.2562 4.5812 0.096
H 3.8357 -0.5751 3.6088 0.082
H 3.3334 -3.1297 -0.6384 0.021
H 2.2668 -4.5809 -0.3381 0.120
H 0.3419 -3.0611 -1.2653 0.090
H 1.5379 -3.5642 -2.4389 0.089
H 1.7926 -1.4241 -2.9655 0.079
H 2.5221 -1.0549 -1.3930 0.024
H -0.3592 -0.7188 -2.3667 0.111
H -0.0787 -0.9136 -0.6296 0.097
H -0.0451 1.3300 -1.1333 -0.163
H 1.5140 0.9239 -0.8445 0.049
H -1.2085 -4.0661 0.6219 0.138
H 0.2039 -4.7172 -0.2495 0.109
H -1.6000 -6.4318 2.6855 0.116
H -3.1230 -2.3413 4.9269 0.143
H -2.2450 -1.0314 5.6557 0.137
H -2.4881 0.4869 3.8165 0.152
H -3.3378 -0.1099 1.5979 0.071
H -3.6974 -1.7922 2.2046 0.106
H -2.0540 -1.2451 1.9511 0.076
H -4.2270 1.4060 2.9057 0.101
H -5.3995 1.5067 4.2346 0.137
H -5.9734 1.7617 1.1166 -0.033
H -7.7502 0.7711 -0.2469 0.047
H -8.8782 -1.2962 0.4982 0.079
H -8.2016 -2.3541 2.6064 0.105
H -6.4076 -1.3937 3.9436 0.118
Cl 3.7623 0.8511 -3.3410 0.609
C 5.4634 0.3716 -3.5563 -0.694
C 5.5944 -0.9996 -4.1707 -0.620
Cl 5.0472 -2.2832 -3.0541 0.575
H 5.9523 0.4237 -2.5867 0.048
H 5.9185 1.1170 -4.2052 0.007
H 6.6399 -1.2023 -4.3998 0.076
H 5.0193 -1.0865 -5.0906 0.066
Cl 2.5653 -3.5004 -5.4853 0.545
C 3.7349 -4.8088 -5.1812 -0.680
C 3.1311 -6.1724 -5.4016 -0.662
Cl 1.9002 -6.5659 -4.1727 0.535
H 4.1084 -4.6965 -4.1668 0.026
H 4.5660 -4.6579 -5.8692 0.075
H 3.9065 -6.9335 -5.3286 0.072
H 2.6646 -6.2495 -6.3809 0.067
Cl -9.6060 2.9637 -2.4278 0.541
C -10.4074 1.6274 -3.2995 -0.734
C -10.4609 0.3654 -2.4793 -0.633
Cl -8.8456 -0.3472 -2.2399 0.607
H -9.8780 1.4698 -4.2321 0.011
H -11.4174 1.9597 -3.5287 0.045
H -11.0643 -0.3824 -2.9932 0.056
H -10.8975 0.5438 -1.4988 0.075
Cl 3.2778 -6.6009 7.3565 0.528
C 2.0988 -6.7568 6.0270 -0.664
C 2.6883 -6.3856 4.6907 -0.658
Cl 3.0462 -4.6444 4.5729 0.569
H 1.2376 -6.1375 6.2673 0.066
H 1.7787 -7.7977 6.0089 0.072
H 1.9776 -6.6143 3.8979 0.036
H 3.6087 -6.9312 4.4956 0.071
Cl 5.5554 3.7230 -1.1364 0.536
C 7.2079 4.3273 -1.4381 -0.690
C 7.5992 4.2206 -2.8896 -0.628
Cl 7.7848 2.5240 -3.4039 0.605
H 7.8881 3.7723 -0.7995 -0.005
H 7.2260 5.3714 -1.1301 0.066
H 8.5588 4.7102 -3.0500 0.069
H 6.8641 4.6877 -3.5399 0.027
Cl 2.4558 4.2338 -6.4381 0.533
C 2.2818 4.0547 -4.6720 -0.669
C 2.5636 5.3423 -3.9398 -0.650
Cl 4.2822 5.8059 -4.0310 0.549
H 2.9454 3.2574 -4.3463 0.006
H 1.2553 3.7432 -4.4839 0.072
H 2.3247 5.2228 -2.8836 0.069
H 1.9734 6.1662 -4.3346 0.066
Cl -11.5222 0.8652 -6.0541 0.625
C -12.3227 -0.4763 -6.9134 -0.637
C -12.3755 -1.7298 -6.0773 -0.664
Cl -10.7607 -2.4382 -5.8254 0.548
H -11.7932 -0.6402 -7.8489 0.070
H -13.3344 -0.1472 -7.1465 0.074
H -12.9783 -2.4829 -6.5825 0.073
H -12.8135 -1.5378 -5.1002 0.065
Cl -4.5674 3.0611 0.4251 0.665
C -3.6710 3.3003 -1.0983 -0.612
C -2.7395 2.1484 -1.3865 -0.583
Cl -1.3820 2.0782 -0.2288 0.686
H -3.1333 4.2436 -1.0319 0.070
H -4.4108 3.3846 -1.8932 0.080
H -2.3054 2.2644 -2.3784 0.087
H -3.2615 1.1948 -1.3493 0.080
Cl 10.2031 5.3878 -0.1845 0.575
C 10.5649 4.2778 1.1650 -0.644
C 11.1684 2.9774 0.6960 -0.651
Cl 9.9970 1.9807 -0.2059 0.561
H 9.6436 4.1110 1.7187 0.073
H 11.2667 4.7954 1.8172 0.073
H 11.4872 2.3902 1.5559 0.073
H 12.0314 3.1445 0.0557 0.069



68
Properties=species:S:1:pos:R:3:mulliken_spin:R:1 method="wB97M-V/def2-TZVPD" s2=6.021 total_charge=+2 spin_multiplicity=5 largest_force_ev_per_a=1.4 energy_ev=-333300.79632 homo_ev="-13.51 / -13.38" orbital_gap_ev="6.97 / 5.18"
Ir -1.3165 -0.8293 0.0657 1.118
S -3.3977 -0.8862 7.2434 0.000
N -3.1898 0.3409 6.2287 0.000
C -2.6879 -0.1148 5.0887 0.002
C -2.3697 0.6503 3.9243 -0.001
C -2.4921 2.0421 3.8494 0.001
C -2.1300 2.6728 2.6786 -0.002
C -1.6959 1.9038 1.6029 0.005
N -1.6150 0.5848 1.6404 0.113
C -1.9267 -0.0540 2.7861 0.018
C -1.7479 -1.4839 2.8111 0.016
N -1.3161 -2.0765 1.6740 -0.089
C -1.0284 -3.3702 1.7121 0.019
C -1.2088 -4.1696 2.8341 0.000
C -1.7253 -3.6054 3.9802 -0.002
C -1.9784 -2.2295 3.9842 0.003
C -2.4868 -1.5265 5.1205 0.000
N -2.8473 -2.0515 6.2839 0.000
H -2.8574 2.5798 4.7103 0.000
H -2.1745 3.7444 2.5738 0.000
H -1.3954 2.3830 0.6828 -0.004
H -0.6197 -3.8097 0.8136 0.000
H -0.9582 -5.2158 2.7781 0.002
H -1.9326 -4.1739 4.8716 0.000
Se 1.3618 -2.6346 -3.7990 0.954
Sb -0.1863 -4.0579 -2.5111 -0.122
Se 1.1271 -5.2072 -0.7621 0.198
Se -1.6793 -5.5652 -3.8390 1.007
Se -2.0025 -2.4791 -1.4524 0.637
C 4.0457 -1.2332 2.8747 0.001
C 3.0567 -0.4410 2.0458 0.004
S 2.0536 -1.5655 0.9768 0.013
O 1.0331 -0.6371 0.3508 0.095
C 3.2963 -1.8345 -0.3612 0.026
C 3.3165 -0.6795 -1.3342 0.016
H 4.5655 -0.5681 3.5588 0.001
H 4.7967 -1.7149 2.2563 0.000
H 3.5438 -1.9927 3.4700 0.000
H 3.5428 0.2926 1.4077 -0.001
H 2.3434 0.0752 2.6855 0.002
H 3.0126 -2.7632 -0.8582 -0.022
H 4.2490 -1.9812 0.1391 -0.005
H 2.2990 -0.4392 -1.6337 -0.014
H 3.8780 -0.9460 -2.2248 -0.003
H 3.7682 0.2056 -0.8947 0.001
C -3.1372 1.9223 -2.5520 0.007
C -2.7440 0.7837 -1.8783 0.013
N -1.5299 0.6492 -1.3287 -0.018
C -0.6437 1.6364 -1.4871 0.001
C -0.9462 2.8112 -2.1734 -0.001
C -2.2368 2.9625 -2.6823 0.001
C -0.0174 3.9459 -2.3140 0.001
C 0.9036 4.0782 -3.2690 0.000
C 1.1969 3.0533 -4.2594 -0.001
C 2.0627 3.2988 -5.3317 0.000
C 2.2500 2.2472 -6.2183 0.001
N 1.6598 1.0816 -6.0416 0.000
C 0.8726 0.9227 -5.0011 0.019
N 0.6149 1.8614 -4.1188 0.002
H -4.1348 1.9910 -2.9522 0.001
H -3.4241 -0.0514 -1.7799 0.006
H 0.3318 1.4858 -1.0405 -0.001
H -2.5088 3.8722 -3.1931 0.000
H -0.2053 4.7716 -1.6394 0.000
H 1.4740 4.9908 -3.3550 0.000
H 2.5495 4.2522 -5.4647 0.000
H 2.8811 2.3388 -7.0923 0.000
H 0.4076 -0.0439 -4.8608 -0.017



8
Properties=species:S:1:pos:R:3:nbo_charge:R:1 method="wB97M-V/def2-TZVPD" total_charge=0 largest_force_ev_per_a=4.2 energy_ev=-52535.36455 homo_ev="-8.36 / -8.34" orbital_gap_ev="5.17 / 5.15"
C -0.6961 -0.1781 -0.4584 0.149
C 0.4952 -0.0394 -1.1287 -0.103
O -1.1327 0.5808 0.4067 -0.510
S 0.9959 -0.1835 2.5970 -0.105
Cl 1.5971 1.1942 -0.5034 0.055
Cl 0.9268 -0.8036 -2.4922 0.185
Cl -0.9067 0.4048 2.5376 0.183
H -1.2794 -0.9752 -0.9586 0.146



8
Properties=species:S:1:pos:R:3:nbo_charge:R:1 method="wB97M-V/def2-TZVPD" total_charge=0 largest_force_ev_per_a=3.1 energy_ev=-32021.07351 homo_ev=-9.47 orbital_gap_ev=8.85
Si 0.9937 0.8232 0.3000 0.466
Si -0.6884 -0.7295 -0.2654 0.319
I -0.6771 -1.8504 -2.4665 -0.139
I -1.4139 -2.4638 1.4568 -0.170
H 2.3671 0.6512 0.5768 -0.145
H 1.1027 1.5568 -0.9651 -0.118
H 0.2505 1.2465 1.5135 -0.112
H -1.9345 0.7660 -0.1499 -0.102



15
Properties=species:S:1:pos:R:3:nbo_charge:R:1 method="wB97M-V/def2-TZVPD" total_charge=0 largest_force_ev_per_a=7.3 energy_ev=-21912.22425 homo_ev=-8.83 orbital_gap_ev=9.54
C -2.6397 -0.7444 -0.3794 -0.437
C -1.4659 -0.9087 0.2127 0.097
O -0.6930 0.2622 0.3133 -0.490
C 0.6561 0.0370 0.0803 0.293
C 1.3405 -1.1179 -0.2121 -0.369
Cl 3.0130 -1.0674 -0.1376 0.032
C 1.4197 1.3172 0.3369 -0.127
O 0.9962 2.3247 -0.5024 -0.678
H -3.3831 -1.6352 -0.3390 0.206
H -2.7552 -0.0611 -1.2125 0.220
H -1.2390 -1.8358 0.7832 0.195
H 0.8767 -2.0913 -0.2257 0.224
H 1.3984 1.6257 1.3587 0.179
H 2.4426 1.1810 -0.1149 0.207
H 0.0328 2.7142 0.0385 0.450



9
Properties=species:S:1:pos:R:3:nbo_charge:R:1 method="wB97M-V/def2-TZVPD" total_charge=-1 largest_force_ev_per_a=3.6 energy_ev=-16141.69930 homo_ev=-2.25 orbital_gap_ev=5.99
O 1.0304 -3.1625 -0.6417 -0.607
C 1.0319 -1.9515 -0.4765 0.292
C 0.5569 -0.7365 -0.9339 0.455
O 1.3830 0.0478 -1.4792 -0.711
O -0.6801 0.0264 -0.3819 -0.991
Si -0.7578 1.1413 0.8011 1.256
H 0.3149 2.0981 0.6973 -0.225
H -0.9194 0.4647 2.0807 -0.229
H -1.9597 2.0724 0.3340 -0.239